Record 1
Here is C24H76F6MnNO31S2 as an isolated structure in a non-equilibrium geometry from the OMol25 dataset. Energies are from ωB97M-V/def2-TZVPD.

Results
HOMO (alpha / beta) (eV): -11.25 / -11.25
Gap between HOMO and LUMO (alpha / beta) (eV): 9.4 / 9.4
2S+1: 6
M (u): 1107.91
Largest force on an atom (Eh/bohr): 0.0736
Calculated total energy (hartree): -5893.5082
Charge: +1

The geometry in XYZ format:
```
141
Properties=species:S:1:pos:R:3:forces:R:3
Mn -2.764539 2.182367 0.345364 0.45 0.50 0.79
C -1.456839 -0.966011 2.887460 0.16 1.06 -1.45
F -2.757973 -0.819631 2.656371 -0.28 -0.15 0.49
F -1.100093 -0.448466 4.044883 -0.28 -0.06 0.10
F -1.107590 -2.211164 2.826623 0.08 -0.95 -0.02
S -0.567680 0.066469 1.544366 0.13 1.56 1.31
O -0.551378 1.364773 2.207052 0.29 -0.43 -0.36
O 0.688453 -0.596323 1.331456 -0.68 -0.09 -0.67
N -1.556887 0.401704 0.286098 0.45 0.06 0.85
S -2.001506 -0.572204 -0.876280 1.41 -0.99 -0.32
O -2.069630 -1.920726 -0.408816 0.06 -0.47 -0.06
O -3.159905 -0.011538 -1.497833 -0.33 0.47 -0.64
C -0.476458 -0.503718 -2.106277 -0.72 -0.07 1.57
F -0.257549 -1.775876 -2.353336 0.76 0.19 -0.10
F -0.708038 0.138822 -3.217075 -0.30 0.33 -0.30
F 0.535559 0.115971 -1.446823 -0.62 -0.95 -0.73
C 3.373020 0.925550 -3.618929 -0.92 0.68 -0.90
C 3.319221 2.438334 -3.273121 0.22 0.21 -1.64
O 2.047145 3.093445 -3.199384 0.08 -0.60 -0.90
O 3.089810 0.646879 -5.041602 0.49 -0.35 0.92
H 2.660224 0.359788 -3.038531 -0.15 -0.14 0.42
H 4.382841 0.648781 -3.372456 0.50 -0.46 -0.01
H 3.934568 2.957681 -4.083570 -0.46 -0.51 1.15
H 3.758966 2.591740 -2.293875 0.30 -0.16 0.03
H 1.761632 3.178241 -4.135425 -0.16 -0.15 0.45
H 2.963057 -0.320224 -5.193169 0.16 0.97 0.52
C 0.927218 -3.635032 -5.228862 -0.62 -0.63 1.85
C 0.773215 -4.902489 -4.438895 -0.71 -1.69 -0.28
O 0.304027 -4.658859 -3.115152 0.58 0.09 0.14
O 1.757910 -2.750401 -4.569663 1.84 1.49 1.70
H -0.034305 -3.186129 -5.369531 -0.80 0.41 -0.21
H 1.356103 -3.868432 -6.152116 0.60 -0.38 -1.72
H 1.768037 -5.444340 -4.465964 -1.05 0.43 0.49
H -0.014183 -5.562065 -4.878361 0.92 0.33 -0.33
H -0.603118 -4.985473 -2.969065 0.39 0.32 0.00
H 2.022760 -2.966087 -3.625058 -0.86 -0.05 -1.50
C 4.242575 0.403271 2.989404 -0.22 -1.20 0.41
C 4.240918 -1.015689 3.683397 -0.02 1.41 0.37
O 3.392044 -1.835203 2.962326 0.10 -1.05 -1.22
O 2.914882 0.779251 2.559392 -0.24 -0.13 0.41
H 4.858694 0.334401 2.098139 0.27 0.07 -0.15
H 4.656307 1.170345 3.663647 -0.36 -0.13 -0.28
H 3.806701 -0.963909 4.689537 0.07 0.24 -0.11
H 5.262502 -1.423159 3.818758 -0.26 0.32 -0.34
H 3.749378 -1.962490 2.044710 -0.66 0.19 0.72
H 2.365086 -0.000011 2.285741 1.04 0.34 0.31
C 3.593833 -6.159396 2.068059 -1.15 0.14 -1.15
C 3.680718 -7.012620 3.259771 1.05 -1.81 1.22
O 2.738162 -6.478646 4.169476 -0.57 -0.86 0.54
O 2.341455 -6.243066 1.364833 1.18 -0.42 -0.46
H 4.315336 -6.339301 1.322955 1.12 -0.61 -0.77
H 3.742407 -5.150814 2.377601 0.12 1.04 0.52
H 4.688448 -6.970527 3.751661 -0.46 0.19 -0.71
H 3.494557 -8.135166 3.133772 0.06 1.48 -0.47
H 2.491200 -7.263979 4.674642 -0.38 0.61 0.37
H 1.660195 -6.121719 1.999760 -0.99 0.21 0.98
C 3.296568 -3.954525 -0.887096 -0.30 0.46 -0.06
C 4.209632 -2.810907 -0.555378 0.65 0.51 -0.34
O 3.544697 -1.776817 0.222431 2.00 -1.02 0.25
O 2.190657 -3.362135 -1.560191 2.59 2.61 0.86
H 3.017679 -4.384173 0.056719 -0.58 -0.64 0.24
H 3.804174 -4.683478 -1.528171 0.04 -0.01 0.18
H 4.607434 -2.442897 -1.516496 -0.18 0.49 0.36
H 5.104172 -3.162545 0.017280 -0.88 0.35 -0.17
H 2.755664 -1.444302 -0.177972 -0.88 -0.12 -0.76
H 1.544401 -3.933170 -1.852865 -2.48 -2.62 -0.86
C -0.726653 6.327729 -1.972300 -1.27 0.07 -0.30
C 0.445428 5.404989 -1.960284 -0.31 -0.23 0.39
O 0.161428 4.322262 -1.092422 0.95 -1.28 -0.15
O -2.024255 5.604303 -2.470024 1.64 2.27 1.24
H -0.388368 7.109032 -2.675697 -0.89 -0.07 0.07
H -0.923945 6.806066 -0.974520 0.00 -0.68 -0.87
H 1.333142 5.975461 -1.651894 -0.18 -0.05 0.26
H 0.671847 5.066720 -2.954022 -0.12 -0.37 -0.50
H 0.735693 3.534263 -1.304065 -0.54 1.05 0.17
H -2.697357 6.319673 -2.343225 0.66 -1.02 -0.29
C 2.139680 3.475339 4.045564 1.62 -1.10 0.69
C 1.832214 2.618583 5.254318 -1.57 -0.01 0.32
O 1.046742 1.475884 4.956135 -0.10 0.19 0.74
O 1.180854 3.653019 3.054635 -0.15 -0.21 0.09
H 3.072286 3.034359 3.666386 -0.17 0.39 -0.53
H 2.376880 4.386739 4.529284 0.35 1.49 -0.20
H 1.235487 3.149301 5.991512 -0.08 0.23 0.08
H 2.753824 2.397030 5.766529 0.59 -0.40 0.03
H 1.376668 1.119211 4.143122 0.47 -0.74 -0.93
H 0.913082 2.774173 2.737253 -0.26 0.14 -0.20
C -1.311581 4.130494 5.168140 2.83 0.26 1.06
C -1.829314 5.093429 4.154452 0.39 -0.32 -0.47
O -1.095557 5.025496 2.932821 0.21 0.58 0.47
O -1.377243 2.755455 4.739871 -1.23 1.71 0.20
H -1.704422 4.367278 6.157128 -1.03 -0.66 0.01
H -0.238013 4.468610 5.425014 -1.03 -0.76 -0.91
H -1.929741 6.104779 4.565715 0.36 -0.08 -0.08
H -2.790431 4.776662 3.864466 -1.62 -0.21 -0.20
H -0.151903 4.876633 3.143522 -0.25 -0.28 -0.29
H -0.558547 2.271243 4.902965 0.49 -0.18 -0.02
C -2.297822 -5.257479 0.700261 0.71 -1.18 0.56
C -2.202067 -5.828027 -0.725999 -0.82 -0.18 1.24
O -2.022314 -4.885831 -1.745993 -0.08 0.25 -0.18
O -3.411483 -4.432426 0.908973 -0.33 0.95 -0.31
H -1.355339 -4.777809 1.048467 -0.43 -0.08 -0.50
H -2.430841 -6.156850 1.373979 0.05 0.87 -0.64
H -3.091548 -6.448949 -0.892478 -0.14 0.24 -0.11
H -1.388259 -6.509608 -0.744494 1.02 -0.50 -0.13
H -2.777975 -4.295494 -1.707778 -0.05 0.28 -0.17
H -3.220567 -3.520400 0.611614 0.07 -0.67 0.19
C -0.501341 1.576169 -7.378838 1.43 -0.77 0.56
C 0.308589 1.540239 -6.053634 -0.51 1.82 -0.46
O 1.426201 2.433909 -6.128211 0.94 -0.10 0.08
O -1.291427 2.705155 -7.627532 0.42 0.82 0.04
H -1.188867 0.744735 -7.303868 -0.32 -0.26 -0.22
H 0.263907 1.317581 -8.182770 -0.98 0.58 0.58
H 0.635172 0.543819 -5.924248 0.43 -1.22 0.24
H -0.276172 1.837846 -5.155701 -0.02 -0.19 -0.66
H 2.285322 1.925259 -6.061895 -1.46 0.36 0.03
H -0.757985 3.522938 -7.591183 -0.16 -0.73 -0.04
C -7.605248 0.718330 1.613980 1.54 -1.61 2.21
C -7.594960 -0.725150 1.024542 -1.49 1.79 -1.23
O -6.774289 -1.542897 1.766081 0.31 -0.98 0.37
O -6.289477 0.993379 2.257175 -0.01 0.87 -1.35
H -8.324104 0.886171 2.437603 -0.07 -0.02 -0.92
H -7.619744 1.381182 0.787299 -0.49 1.06 -0.31
H -7.336897 -0.591116 -0.067737 0.37 -0.63 1.01
H -8.621533 -1.130845 1.009894 0.20 0.37 -0.01
H -7.338879 -2.280592 2.021091 0.58 -0.20 0.18
H -5.985092 0.401666 2.948332 -0.71 -0.70 -0.04
O -3.199797 2.283832 2.480092 -1.74 -0.22 -1.08
H -2.481058 2.505519 3.042442 1.68 0.25 1.54
H -4.006750 2.635093 2.880874 0.13 -0.11 -0.08
O -1.897232 4.145951 0.564897 -0.60 -0.80 -0.07
H -1.663866 4.285319 1.513639 0.61 0.55 -0.36
H -1.128274 4.223016 -0.057395 0.21 0.24 0.62
O 2.008356 2.464648 0.383666 0.34 -1.32 -0.35
H 2.630056 1.936760 0.922085 -0.42 -0.22 -0.17
H 2.137000 3.318558 0.749432 -0.07 1.53 0.47
O -4.727972 1.446212 0.141367 -0.65 0.62 1.57
H -4.622797 0.798502 -0.545506 -0.16 -1.03 -0.42
H -5.190595 1.088603 0.982815 0.21 0.33 -1.03
O -2.841438 2.909487 -1.597792 -0.41 1.18 -0.97
H -2.607406 3.865981 -1.730689 0.37 -0.40 0.03
H -3.697680 2.861419 -2.043585 0.06 -0.40 -0.10
```
Forces are in eV/Å.

***

Record 2
Here is a 6-piece molecular cluster, C28H61ClFI2NO7PS6 overall in a non-equilibrium geometry from the OMol25 dataset. Energies are from ωB97M-V/def2-TZVPD.

Results
HOMO (eV): -9.71
Gap between HOMO and LUMO (eV): 6.9
M (u): 1055.43
Largest force on an atom (Eh/bohr): 0.0941
Calculated total energy (hartree): -5570.3504
Charge: +1

The geometry in XYZ format:
```
108
Properties=species:S:1:pos:R:3:forces:R:3
C -1.364636 -0.098667 -2.163899 0.95 0.40 -0.12
C -0.457982 0.526161 -1.026934 -1.83 -0.99 -0.77
F 0.891188 0.375073 -1.430394 -0.73 0.47 0.75
C -0.884159 2.008648 -0.744986 0.51 -0.39 0.09
P 0.163213 2.825750 0.597105 -0.54 -0.13 -0.06
C 1.092504 1.515003 1.565265 -0.80 -0.57 -0.18
C 0.001154 0.757551 2.446066 0.54 0.16 0.86
C 0.539770 -0.616787 3.035134 -0.73 0.58 -0.11
C 0.015790 -1.873797 2.239480 -0.02 0.32 0.53
N 1.054086 -2.865389 1.885565 -1.49 0.01 -0.18
C 0.553581 -4.071722 1.415657 4.17 -2.39 -0.54
C 1.731175 -4.915930 1.171499 -0.25 2.41 0.64
C 2.925728 -4.099584 1.490316 -2.20 1.51 0.59
C 2.439153 -2.806122 1.941234 0.33 -2.47 -0.91
C -1.081189 3.622938 1.749873 0.15 0.71 -0.56
C -0.457941 4.312262 3.033289 0.00 -0.74 0.25
C -1.031384 3.813714 4.420842 0.03 1.18 0.02
C -2.567302 3.500820 4.443142 0.65 -1.46 1.44
S -3.629502 4.933842 4.062610 -0.46 1.36 -2.62
O -4.129917 4.801266 2.695410 0.60 -0.54 1.76
O -2.981921 6.202922 4.332248 -0.37 -1.69 0.75
Cl -5.303784 4.706559 5.282194 1.02 -0.01 -0.32
C 1.276159 4.033056 -0.284041 1.11 -1.34 -0.87
I 2.466096 5.275439 1.029403 -1.87 0.36 0.76
C 2.304723 3.113332 -1.165376 -0.08 -0.08 -0.39
C 1.884378 3.002730 -2.675973 0.44 0.24 0.05
I 4.324397 3.974575 -1.184438 0.17 -1.07 -0.95
H -0.789152 0.006417 -3.125058 -0.69 0.16 0.77
H -2.347919 0.429521 -2.183167 0.88 -0.54 -0.20
H -1.553134 -1.183836 -1.992775 0.24 0.99 -0.07
H -0.662230 -0.085870 -0.115237 0.68 0.53 -0.60
H -0.854605 2.608915 -1.689696 0.03 -0.35 0.90
H -1.949413 1.979501 -0.381608 1.03 0.00 -0.29
H 1.539996 0.735078 0.887766 -0.25 1.11 0.36
H 1.892497 1.996133 2.190848 -0.76 -0.48 -0.57
H -0.212772 1.420946 3.321167 -0.03 -0.50 -0.77
H -0.966247 0.583420 1.908956 0.83 0.22 0.29
H 1.650749 -0.529531 3.102609 -0.89 -0.41 -0.03
H 0.122737 -0.687790 4.078966 0.68 0.02 -0.98
H -0.724719 -2.406011 2.903193 0.75 0.51 -0.69
H -0.566332 -1.604417 1.313033 0.73 -0.05 0.80
H -0.488382 -4.401338 1.236774 0.77 0.99 0.42
H 1.753113 -5.961881 0.805186 -0.18 0.99 0.34
H 4.009018 -4.326765 1.468789 -1.07 -0.09 -0.12
H 3.037927 -1.925595 2.270939 -0.87 -0.95 -0.34
H -1.855458 2.842578 1.950621 0.70 0.58 -0.11
H -1.593535 4.411687 1.123026 0.42 -0.88 0.55
H 0.641268 4.066430 3.040934 -1.06 0.73 0.14
H -0.630609 5.416914 2.975751 0.42 -1.02 -0.11
H -0.413995 2.966717 4.831677 -1.03 0.53 -0.48
H -0.868655 4.661210 5.149218 -0.10 -0.86 -0.73
H -2.830788 2.614169 3.799760 -0.12 1.27 0.35
H -2.814576 3.165814 5.492734 0.08 0.56 -1.03
H 0.672580 4.604687 -1.032217 0.44 -0.08 0.96
H 2.450151 2.097392 -0.711075 -0.17 1.08 -0.37
H 2.674091 2.462610 -3.267705 -0.76 0.50 0.73
H 1.858668 4.042590 -3.099500 -0.19 -1.02 0.24
H 0.928490 2.444554 -2.825066 0.70 0.60 0.21
C -5.667683 -1.668070 -1.808414 0.06 0.09 -0.15
S -4.604433 -1.785926 -0.359486 -0.21 -0.34 0.15
O -3.330429 -1.063222 -0.680647 -0.34 -0.02 0.32
C -4.266234 -3.543384 -0.510246 -0.04 -0.06 -0.27
H -5.968729 -0.627859 -1.931593 0.03 -0.03 0.08
H -5.124014 -1.996385 -2.695550 0.06 -0.02 0.08
H -6.553280 -2.286312 -1.659189 0.05 0.01 0.08
H -3.808616 -3.751937 -1.477899 0.11 0.16 0.05
H -5.194450 -4.104544 -0.402902 0.01 0.11 0.20
H -3.578932 -3.831101 0.283815 -0.06 0.10 0.00
C 4.984302 6.355164 -6.338122 -0.01 -0.04 -0.11
S 4.290420 6.274055 -4.677607 0.04 0.00 -0.04
O 3.804206 4.878562 -4.465266 -0.11 0.21 -0.19
C 2.850005 7.299515 -5.027368 -0.11 -0.01 -0.06
H 5.885662 5.743848 -6.364096 -0.05 0.02 0.10
H 4.263829 5.970454 -7.061115 -0.03 -0.01 0.09
H 5.240205 7.388561 -6.575075 0.00 -0.02 0.07
H 2.264344 6.855190 -5.833410 0.07 -0.05 0.02
H 3.176100 8.302037 -5.306860 0.03 -0.04 0.04
H 2.241724 7.356043 -4.124983 0.10 -0.03 0.01
C -0.315820 -6.234735 -2.879115 0.00 -0.08 0.10
S -1.079009 -4.747277 -3.550208 0.08 -0.06 -0.06
O -1.789202 -4.066628 -2.427300 0.00 -0.14 -0.09
C -2.323295 -5.602108 -4.534487 -0.11 -0.04 0.02
H 0.477112 -5.934766 -2.194157 -0.05 0.10 -0.06
H -1.059349 -6.822641 -2.338900 -0.04 0.07 -0.03
H 0.110797 -6.823031 -3.692403 -0.01 0.06 -0.01
H -2.940124 -6.230200 -3.890070 0.06 0.04 0.05
H -1.831226 -6.210283 -5.294401 0.03 0.05 0.03
H -2.949731 -4.854465 -5.020044 0.09 0.03 0.05
C 5.586770 -0.065808 -1.175173 -0.10 0.10 -0.02
S 6.692551 -0.983284 -0.088393 0.00 -0.05 0.05
O 6.176912 -0.826675 1.301893 -0.03 0.12 -0.19
C 8.098401 0.129490 -0.270929 0.04 0.12 0.02
H 4.618650 -0.567345 -1.181374 0.09 -0.08 0.05
H 5.466378 0.953635 -0.805105 0.06 -0.02 0.04
H 5.993531 -0.052927 -2.187229 0.01 -0.03 0.03
H 7.817616 1.137086 0.039242 -0.07 -0.05 0.02
H 8.427205 0.132883 -1.311024 -0.03 -0.05 0.02
H 8.907027 -0.233250 0.362551 -0.10 -0.06 -0.01
C -5.117051 -4.937349 4.531934 -0.06 0.00 0.09
S -4.380275 -5.132370 2.899070 -0.06 -0.09 0.05
O -5.491688 -5.141019 1.907398 0.08 -0.06 0.18
C -3.854012 -6.839638 3.134469 0.00 -0.10 0.01
H -5.550350 -3.939754 4.596640 0.05 -0.03 -0.10
H -5.899560 -5.682990 4.677566 0.03 0.00 -0.09
H -4.345223 -5.047695 5.294862 0.02 0.01 -0.06
H -4.716420 -7.464999 3.368519 -0.03 0.09 -0.03
H -3.123096 -6.887192 3.942877 -0.01 0.05 -0.03
H -3.393657 -7.187249 2.210162 -0.03 0.10 0.01
```
Forces are in eV/Å.

***

Q: The highest largest force on an atom belongs to which entry?
A: C28H61ClFI2NO7PS6

***

Q: Which of these has the highest M?
A: C24H76F6MnNO31S2